C16H31O8Rb2 | ωB97M-V with the def2-TZVPD basis set

ORCA input file:
```
! wB97M-V def2-TZVPD RIJCOSX def2/J DEFGRID3
* xyz 1 1
Rb 1.15982 -3.12582 2.94378
Rb -2.56207 -3.56795 0.40711
O -0.90820 0.27076 0.15576
C -0.31193 -0.61174 1.02276
O -0.04358 -0.17600 2.16072
O -0.18455 -1.83094 0.69969
H -0.83587 1.06878 0.72737
C 1.60188 -5.83013 -0.60479
C 2.53610 -4.70832 -0.23872
O 3.16101 -4.73563 0.79569
C 2.54162 -3.50424 -1.14593
H 1.67585 -6.10147 -1.65466
H 0.57389 -5.52996 -0.38142
H 1.82282 -6.67761 0.04410
H 1.65269 -2.93212 -0.85097
H 2.43539 -3.78305 -2.19229
H 3.42987 -2.89701 -0.99614
C 1.09379 4.83131 1.21896
C 0.12421 3.68296 1.39675
O -0.31411 3.10515 0.41997
C -0.13219 3.18801 2.80113
H 1.38586 4.90689 0.17587
H 2.00257 4.61861 1.78668
H 0.67539 5.76703 1.59127
H 0.44006 2.26810 2.94118
H -1.19320 2.94167 2.85523
H 0.13614 3.89946 3.57750
C 2.38211 2.10090 -1.24611
C 3.11028 1.61369 -0.03305
O 3.36584 2.35765 0.89096
C 3.50447 0.14877 0.03421
H 2.76515 1.62089 -2.14739
H 2.56334 3.17301 -1.34012
H 1.30046 2.02937 -1.12081
H 2.57479 -0.41542 -0.11020
H 3.84762 -0.06288 1.04596
H 4.24492 -0.19780 -0.68336
C -3.50509 1.06687 2.46101
C -4.17206 0.03069 1.59214
O -3.70669 -1.09744 1.55309
C -5.42451 0.38603 0.86361
H -3.71960 2.07313 2.10693
H -2.45525 0.83871 2.58287
H -4.00974 0.92411 3.42499
H -5.23175 0.94021 -0.05805
H -6.03612 1.04579 1.48028
H -5.94288 -0.52925 0.58448
C 0.39502 -0.80262 -2.77134
C -0.74761 -0.52940 -3.72078
O -0.77486 -1.03831 -4.82112
C -1.82310 0.41575 -3.24973
H 0.94265 -1.69204 -3.06217
H -0.10730 -1.01278 -1.81534
H 0.99014 0.09780 -2.64134
H -2.25482 0.07389 -2.30990
H -2.56676 0.46648 -4.04685
H -1.47194 1.43746 -3.09950
*
```

HOMO level: -11.295 eV
LUMO energy: -3.603 eV
maximum force: 0.031 Eh/bohr
energy above the lowest of the compared OMol25 structures with the same formula, charge and spin: 0.000 eV
energy: -1278.24455 hartree
gap between HOMO and LUMO: 0.2827 hartree


C16H32Br12 | ωB97M-V with the def2-TZVPD basis set

ORCA input file:
```
! wB97M-V def2-TZVPD RIJCOSX def2/J DEFGRID3
* xyz 0 1
C 2.01209 -1.94833 1.13081
Br 1.81300 -1.57962 3.01723
Br 1.58898 -0.39415 0.03305
Br 1.03220 -3.57349 0.57774
H 3.04860 -2.21836 0.98656
C -0.15925 0.78311 5.04363
Br 0.50519 1.80104 3.52483
Br -2.03721 1.16624 5.42079
Br 0.99686 0.95642 6.59006
H -0.13476 -0.24183 4.70251
C 5.68533 0.23272 3.11522
Br 6.16854 -1.26928 4.26663
Br 4.35224 1.41104 3.87618
Br 5.21323 -0.38276 1.31424
H 6.61110 0.76405 2.95562
C 4.18986 -5.72429 0.98574
Br 4.13060 -4.39447 2.43359
Br 4.69493 -7.48682 1.72372
Br 5.50203 -5.18657 -0.31820
H 3.19893 -5.76971 0.55756
C 3.13551 -2.74650 -2.47655
C 2.46600 -2.31217 -3.78773
C 1.11049 -1.63916 -3.59270
C 0.45225 -1.24912 -4.92476
C -1.00292 -0.83582 -4.73757
C -1.72640 -0.49909 -6.05133
H 3.29598 -1.86816 -1.84749
H 4.06943 -3.27628 -2.65345
H 2.46327 -3.40062 -1.91970
H 3.09910 -1.56404 -4.27532
H 2.42351 -3.19830 -4.42656
H 1.31119 -0.74864 -2.98892
H 0.43629 -2.26161 -2.99575
H 1.00513 -0.39912 -5.33169
H 0.52704 -2.09715 -5.60916
H -1.54812 -1.60206 -4.18123
H -1.04861 0.06857 -4.12327
H -2.20986 -1.35459 -6.51351
H -2.51015 0.23049 -5.81829
H -1.06307 0.08504 -6.69182
C -1.35333 1.44841 0.28408
C -2.44185 2.51210 0.25711
C -2.91565 2.88766 1.67136
C -4.22329 3.68920 1.59135
C -4.73979 4.11558 2.95552
C -6.23071 4.51160 3.04608
H -0.37992 1.81080 0.62704
H -1.12213 1.00163 -0.68574
H -1.56403 0.64688 0.99686
H -2.07734 3.42039 -0.22857
H -3.31099 2.19169 -0.32143
H -2.18431 3.56577 2.11941
H -3.00320 2.00753 2.30690
H -4.03068 4.58393 0.98880
H -4.99775 3.15641 1.03057
H -4.60259 3.31939 3.69572
H -4.18907 4.96851 3.36165
H -6.43688 5.36992 2.40527
H -6.90971 3.68955 2.82754
H -6.38528 4.82647 4.07976
*
```

HOMO level: -10.255 eV
LUMO energy: -0.352 eV
maximum force: 0.025 Eh/bohr
energy: -31516.94470 hartree
gap between HOMO and LUMO: 0.3639 hartree


C16H32Br14FNO3P | ωB97M-V with the def2-TZVPD basis set

ORCA input file:
```
! wB97M-V def2-TZVPD RIJCOSX def2/J DEFGRID3
* xyz -1 1
O 3.35456 -0.24735 2.72771
P 2.58776 -1.06578 1.75812
N 1.33385 -0.16600 0.89178
C 0.25008 0.24979 1.79084
F -0.47235 1.19983 1.06025
C -0.70536 -0.91095 2.14200
O -1.53378 -1.20978 1.28287
O -0.60879 -1.44025 3.29054
H 2.03552 -2.20562 2.37648
H 3.54524 -1.60574 0.80797
H 1.73405 0.70181 0.55932
H 0.60631 0.78334 2.67674
Br 3.20509 -0.37321 -0.73833
C 4.88863 0.05832 -1.64164
C 4.72529 1.19266 -2.61998
Br 3.83543 0.58295 -4.23513
H 5.23744 -0.85634 -2.11276
H 5.57636 0.33913 -0.84530
H 5.69504 1.56609 -2.94376
H 4.13720 2.01442 -2.22535
Br -7.12814 0.75391 2.80265
C -5.63243 1.00569 1.57823
C -4.32402 1.14066 2.30174
Br -4.15486 2.92147 3.10427
H -5.85798 1.87872 0.97951
H -5.63051 0.12153 0.94579
H -3.49169 1.05654 1.60502
H -4.18745 0.41974 3.10097
Br -4.20339 -2.02790 7.44349
C -3.22373 -0.33773 7.37142
C -3.28610 0.28735 6.00447
Br -2.05368 -0.63227 4.70770
H -2.20650 -0.55507 7.68440
H -3.70294 0.28955 8.12214
H -2.93786 1.31923 6.04914
H -4.28922 0.26235 5.58272
Br -6.53312 6.15418 -2.23127
C -5.71894 5.11021 -0.80348
C -4.90104 3.97105 -1.34856
Br -6.03030 2.50650 -1.95183
H -6.52392 4.77825 -0.15600
H -5.08582 5.81242 -0.26309
H -4.27548 3.54065 -0.56730
H -4.27853 4.25811 -2.18725
Br -1.91391 5.92121 -1.95177
C -1.02949 5.90895 -0.21587
C -2.02023 5.83023 0.91479
Br -2.90084 7.53979 1.21889
H -0.40766 6.79696 -0.17738
H -0.39645 5.02431 -0.22223
H -1.51523 5.59596 1.84855
H -2.80431 5.10082 0.73987
Br 2.58828 -4.30595 -2.26787
C 2.52510 -3.20205 -3.86650
C 3.33148 -3.81083 -4.98355
Br 5.23990 -3.55434 -4.69634
H 2.87338 -2.21373 -3.58239
H 1.47403 -3.14915 -4.14136
H 3.11411 -3.31674 -5.92797
H 3.17131 -4.87916 -5.09247
Br 4.69598 -8.63708 -2.45363
C 6.35189 -8.22243 -3.38323
C 6.15649 -7.13888 -4.40861
Br 5.27152 -7.81695 -6.00606
H 6.71256 -9.15065 -3.81412
H 7.03972 -7.88970 -2.60898
H 7.11578 -6.76114 -4.75519
H 5.55663 -6.31192 -4.04388
*
```

HOMO level: -5.647 eV
LUMO energy: 1.618 eV
maximum force: 0.113 Eh/bohr
energy: -37386.77914 hartree
gap between HOMO and LUMO: 0.2670 hartree


- Among the records above, which one has the highest maximum force?
  C16H32Br14FNO3P